<w>
# C7H18

A cluster of 2 separate species, C7H18 in total (wB97M-V/def2-TZVPD, the Open Molecules 2025 dataset).

As for the SMILES: CC(C)C.CCC. As for the charge: 0. The lowest unoccupied orbital energy is 1.09 eV. The HOMO-LUMO gap is 12.16 eV. The HOMO energy is -11.1 eV.

```
25
Properties=species:S:1:pos:R:3:nbo_charge:R:1
C 0.486 -0.094 2.094 -0.624
C 0.291 1.129 1.193 -0.224
C -1.167 1.175 0.711 -0.600
C 0.628 2.422 1.933 -0.601
H 0.850 0.219 3.082 0.207
H 1.258 -0.829 1.857 0.217
H -0.469 -0.586 2.262 0.209
H 0.871 1.070 0.269 0.193
H -1.812 1.288 1.569 0.200
H -1.308 1.955 -0.029 0.204
H -1.377 0.261 0.153 0.205
H 1.713 2.458 2.059 0.206
H 0.379 3.301 1.335 0.205
H 0.109 2.477 2.889 0.203
C 1.217 -1.512 -1.671 -0.625
C -0.004 -1.180 -2.464 -0.415
C -1.284 -1.823 -1.842 -0.616
H 1.625 -2.510 -1.787 0.212
H 2.049 -0.814 -1.894 0.208
H 1.187 -1.175 -0.628 0.214
H -0.045 -1.336 -3.541 0.208
H -0.225 -0.109 -2.440 0.197
H -2.029 -1.045 -1.694 0.202
H -1.159 -2.266 -0.859 0.209
H -1.787 -2.476 -2.556 0.207
```

=====

<x>
# C7H18

A cluster of 2 separate species, C7H18 in total (wB97M-V/def2-TZVPD, the Open Molecules 2025 dataset).

As for the SMILES: CC(C)C.CCC. As for the charge: 0. The lowest unoccupied orbital energy is 1.03 eV. The HOMO-LUMO gap is 11.47 eV. The HOMO energy is -10.4 eV.

```
25
Properties=species:S:1:pos:R:3:nbo_charge:R:1
C -1.524 1.340 1.527 -0.633
C -1.210 0.031 0.890 -0.240
C -1.987 -1.117 1.711 -0.618
C -1.916 -0.030 -0.504 -0.605
H -2.606 1.706 1.373 0.211
H -0.655 2.065 1.267 0.213
H -1.703 1.434 2.626 0.220
H -0.118 -0.068 0.980 0.211
H -3.041 -0.874 1.889 0.203
H -1.971 -2.128 1.286 0.206
H -1.610 -1.235 2.759 0.204
H -1.560 0.961 -1.082 0.202
H -1.752 -0.999 -0.891 0.212
H -3.009 0.178 -0.527 0.213
C 2.765 0.606 -0.178 -0.623
C 2.114 0.328 -1.515 -0.392
C 1.922 -1.123 -1.858 -0.629
H 3.855 0.564 -0.063 0.220
H 2.339 1.550 -0.028 0.214
H 2.206 -0.037 0.463 0.201
H 1.221 0.860 -1.715 0.211
H 2.663 0.798 -2.539 0.180
H 1.933 -1.774 -0.911 0.195
H 1.013 -1.340 -2.514 0.212
H 2.633 -1.693 -2.444 0.212
```

=====

Name the least stable of them. <x>.